1.
Entry from OMol25: 2 unconnected molecules or ions with the total composition C5H10FN (wB97M-V/def2-TZVPD).

```
17
Properties=species:S:1:pos:R:3:nbo_charge:R:1
C 0.186 0.254 1.230 0.621
C 0.785 1.467 -1.864 -0.686
C -0.348 -0.858 -1.867 -0.696
C -0.868 -0.811 3.127 -0.437
C 0.788 0.029 -1.535 -0.023
N -0.438 -0.650 1.756 -0.553
F 0.666 1.413 1.754 -0.363
H 1.574 1.993 -1.333 0.227
H -0.175 1.924 -1.633 0.220
H 0.953 1.610 -2.940 0.214
H -0.703 -1.377 -0.973 0.251
H -0.037 -1.631 -2.573 0.218
H -1.176 -0.299 -2.296 0.209
H -0.868 0.132 3.682 0.192
H -0.188 -1.514 3.611 0.211
H -1.868 -1.244 3.115 0.208
H 1.718 -0.438 -1.259 0.186
```

Values from the calculation:
Energy relative to the best compared isomer or geometry (same formula, charge and spin) (kcal per mole): 93.2
Gap between HOMO and LUMO (alpha / beta) (eV): 7.22 / 9.46
Maximum force (eV Å⁻¹): 1.480
HOMO energy (alpha / beta) (Eh): -0.2734 / -0.3158

=====

2.
Entry from OMol25: 11 unconnected molecules or ions with the total composition C11H44N22O11 (wB97M-V/def2-TZVPD).

```
88
Properties=species:S:1:pos:R:3:lowdin_charge:R:1
N -3.088 1.292 -3.986 0.189
C -2.796 0.259 -4.699 -0.817
N -3.200 0.288 -5.913 0.199
O -2.073 -0.565 -4.235 0.048
H -3.087 1.059 -3.003 0.096
H -3.584 2.053 -4.427 0.120
H -3.852 1.024 -6.144 0.121
H -2.841 -0.427 -6.529 0.135
N 0.031 4.003 2.283 0.146
C -0.206 5.036 3.118 -0.709
N 0.094 4.602 4.371 0.152
O -0.471 6.177 2.794 0.023
H 0.153 4.343 1.339 0.102
H 0.216 3.035 2.501 0.041
H 0.312 3.616 4.396 0.035
H -0.038 5.185 5.185 0.106
N 0.697 2.546 -3.871 0.150
C 0.603 3.760 -4.361 -0.814
N 1.616 4.008 -5.093 0.179
O -0.386 4.387 -4.051 0.032
H -0.104 2.397 -3.273 0.090
H 1.602 2.098 -3.855 0.108
H 1.662 4.904 -5.557 0.131
H 2.282 3.263 -5.246 0.120
N -0.083 -2.427 -4.192 0.170
C 0.882 -2.206 -3.326 -0.762
N 1.730 -3.136 -3.468 0.195
O 0.927 -1.384 -2.443 0.008
H -0.936 -1.916 -4.017 0.055
H -0.015 -2.973 -5.040 0.116
H 1.498 -3.800 -4.193 0.124
H 2.496 -3.171 -2.811 0.111
N 3.017 0.693 2.447 0.190
C 3.505 -0.199 3.124 -0.819
N 2.866 -0.207 4.277 0.171
O 4.504 -0.866 2.833 -0.001
H 3.314 0.933 1.512 0.114
H 2.141 1.123 2.708 0.086
H 3.293 -0.798 4.977 0.116
H 2.076 0.401 4.439 0.063
N 5.247 -0.557 -0.461 0.166
C 4.374 -1.351 -1.000 -0.797
N 3.303 -0.730 -1.010 0.191
O 4.588 -2.525 -1.357 0.002
H 4.920 0.350 -0.161 0.095
H 6.044 -0.937 0.029 0.129
H 3.410 0.265 -0.868 0.122
H 2.464 -1.214 -1.294 0.073
N -5.368 0.506 -1.397 0.168
C -4.317 -0.098 -0.859 -0.769
N -3.536 0.745 -0.192 0.167
O -4.168 -1.289 -0.741 0.053
H -5.948 -0.094 -1.966 0.123
H -5.303 1.510 -1.481 0.104
H -3.674 1.734 -0.341 0.105
H -2.602 0.393 -0.039 0.080
N 1.146 -5.701 0.738 0.156
C 1.441 -4.489 0.291 -0.807
N 2.610 -4.012 0.545 0.205
O 0.593 -3.856 -0.249 0.045
H 0.333 -6.215 0.428 0.113
H 1.748 -6.287 1.299 0.100
H 3.148 -4.646 1.118 0.115
H 3.061 -3.235 0.082 0.082
N 0.379 -0.680 0.453 0.198
C 0.183 0.613 0.276 -0.720
N -0.373 0.891 -0.887 0.197
O 0.330 1.336 1.254 -0.021
H 0.354 -1.249 -0.381 0.066
H 0.992 -0.968 1.202 0.115
H -0.341 1.901 -0.891 0.118
H -0.504 0.320 -1.709 0.098
N -1.028 0.982 3.736 0.218
C -0.314 1.397 4.738 -0.791
N -0.854 1.444 5.889 0.209
O 0.778 1.873 4.513 -0.021
H -1.999 0.793 3.940 0.124
H -0.618 0.987 2.813 0.068
H -0.291 1.843 6.626 0.134
H -1.716 1.012 6.190 0.129
N -2.591 -2.005 1.852 0.210
C -3.400 -2.271 2.758 -0.826
N -2.805 -2.721 3.850 0.131
O -4.609 -2.436 2.738 0.023
H -1.595 -1.983 2.013 0.110
H -3.037 -1.758 0.980 0.086
H -3.405 -3.345 4.370 0.111
H -1.808 -2.651 3.990 0.094
```

Values from the calculation:
Energy relative to the best compared isomer or geometry (same formula, charge and spin) (kcal per mole): 169.1
SMILES: NC(N)=O.NC(N)=O.NC(N)=O.NC(N)=O.NC(N)=O.NC(N)=O.NC(N)=O.NC(N)=O.NC(N)=O.NC(N)=O.NC(N)=O
Gap between HOMO and LUMO (eV): 9.11
Maximum force (eV Å⁻¹): 11.187
HOMO energy (Eh): -0.3340

=====

3.
Entry from OMol25: a single C6H7ClO4 molecule (wB97M-V/def2-TZVPD).

```
18
Properties=species:S:1:pos:R:3:nbo_charge:R:1
C -3.349 -1.548 -0.254 -0.736
C -2.741 -0.233 -0.006 0.798
O -3.376 0.674 0.315 -0.474
O -1.342 -0.400 -0.103 -0.498
C -0.648 0.585 -0.354 0.978
O -0.896 1.604 -0.823 -0.589
O 0.610 0.270 -0.144 -0.503
C 1.427 1.354 -0.069 0.116
C 2.681 1.107 0.226 -0.279
C 3.203 -0.160 0.651 -0.392
Cl 4.451 -0.757 -0.471 -0.068
H -3.283 -2.019 -1.308 0.255
H -2.702 -2.319 0.342 0.246
H -4.374 -1.533 0.015 0.241
H 0.983 2.381 -0.397 0.244
H 3.318 1.962 0.068 0.218
H 2.440 -0.842 0.665 0.221
H 3.600 -0.126 1.646 0.221
```

Values from the calculation:
Energy relative to the best compared isomer or geometry (same formula, charge and spin) (kcal per mole): 36.9
SMILES: CC(=O)OC(=O)O/C=C\CCl
Gap between HOMO and LUMO (eV): 10.08
Maximum force (eV Å⁻¹): 6.059
HOMO energy (Eh): -0.3503